1.
The following is a DFT calculation (wB97M-V/def2-TZVPD) of a 2-piece molecular cluster, CH7O2 overall in a non-equilibrium geometry.

Positions of all 10 atoms, in Å:
O1 -0.81570 -0.73004 1.72094
H1 -0.62254 -1.65805 1.53525
H2 -1.75007 -0.47477 1.72150
H3 -0.37397 0.46614 0.68697
C1 0.45809 0.30767 -1.28484
O2 0.32603 0.92426 0.04593
H4 1.22216 0.95608 -1.71105
H5 0.84202 -0.70556 -1.29721
H6 -0.42211 0.31008 -1.93791
H7 1.13611 0.60417 0.52041

Summary:
Lowest unoccupied orbital energy: -4.146 eV
Energy: -192.46234 Ha
HOMO level: -17.77 eV
Molecular weight: 51.07 g mol⁻¹
HOMO-LUMO gap: 0.5005 Ha
Net charge: +1

2.
The following is a DFT calculation (wB97M-V/def2-TZVPD) of a 6-piece molecular cluster, C22H44F4N7O5 overall in a non-equilibrium geometry.

Positions of all 82 atoms, in Å:
C1 5.49789 -1.21486 0.67382
C2 6.37800 0.02548 1.21999
C3 5.39836 1.08963 1.89195
N1 4.04363 0.83140 2.32588
C4 3.60796 2.11713 2.85553
C5 4.69214 3.20800 2.75383
N2 5.79172 2.45168 2.14611
C6 7.05936 3.18128 1.92556
F1 6.86355 4.61103 1.96199
F2 7.71821 2.86931 0.70482
C7 8.00853 2.86868 3.21853
F3 7.99355 1.47025 3.56143
F4 7.37230 3.57375 4.31025
H1 6.13519 -2.12426 0.36493
H2 4.69854 -1.58102 1.41359
H3 4.94487 -0.82690 -0.26394
H4 7.25272 -0.27392 1.89374
H5 6.84317 0.52819 0.28428
H6 3.48721 -0.04488 2.30502
H7 2.56092 2.24034 3.28366
H8 4.61769 4.29309 3.08950
H9 9.09542 3.19512 3.06156
C8 -0.70901 -0.31963 2.38043
C9 0.62384 -1.01253 2.38977
O1 1.67854 -0.40568 2.58426
N3 0.64483 -2.35125 2.17443
C10 -0.47616 -3.23270 1.92848
H10 -0.56776 0.74596 2.56579
H11 -1.18552 -0.44120 1.40483
H12 -1.34762 -0.72597 3.16811
H13 1.57613 -2.74823 2.19487
H14 -0.48779 -3.99648 2.70857
H15 -0.32786 -3.71162 0.95900
H16 -1.42586 -2.70181 1.92739
C11 2.43111 -3.94719 -0.82242
C12 3.43775 -4.32588 0.23106
O2 3.74783 -3.56344 1.14218
N4 4.00930 -5.55717 0.15125
C13 3.77689 -6.58804 -0.83834
H17 2.06252 -2.93918 -0.62796
H18 2.89882 -3.96007 -1.80928
H19 1.58405 -4.63620 -0.79614
H20 4.67352 -5.74026 0.89103
H21 3.42062 -7.48220 -0.32357
H22 4.72595 -6.81091 -1.32944
H23 3.04580 -6.28555 -1.58534
C14 -1.77835 1.37279 -1.24258
C15 -2.33826 -0.02071 -1.15539
O3 -1.70690 -0.94871 -0.65559
N5 -3.58507 -0.23630 -1.65220
C16 -4.47719 0.72073 -2.27389
H24 -0.77830 1.39143 -0.80749
H25 -1.70685 1.68251 -2.28771
H26 -2.41159 2.06530 -0.68408
H27 -3.89419 -1.19401 -1.55906
H28 -5.40065 0.75340 -1.69293
H29 -4.70020 0.37252 -3.28332
H30 -4.04581 1.71763 -2.32306
C17 -6.43951 3.75321 -6.26102
C18 -5.48919 2.74226 -5.67733
O4 -5.19555 2.73464 -4.48811
N6 -4.95067 1.81537 -6.51806
C19 -5.17254 1.66296 -7.94020
H31 -6.78554 4.42335 -5.47377
H32 -5.93178 4.34811 -7.02343
H33 -7.30690 3.24749 -6.69099
H34 -4.32341 1.17135 -6.05660
H35 -5.57620 0.66439 -8.11863
H36 -4.21098 1.75738 -8.44864
H37 -5.86295 2.40713 -8.33199
C20 -5.92722 0.76835 1.52306
C21 -4.65967 1.33015 2.10875
O5 -3.76111 1.78051 1.40825
N7 -4.52949 1.32750 3.46439
C22 -5.47101 0.84378 4.45172
H38 -5.88696 0.83787 0.43607
H39 -6.03351 -0.28320 1.79894
H40 -6.78834 1.34083 1.87467
H41 -3.65456 1.71932 3.78424
H42 -5.73212 1.67370 5.11111
H43 -4.98260 0.06133 5.03594
H44 -6.37575 0.44432 3.99799

Summary:
Lowest unoccupied orbital energy: -2.703 eV
Energy: -2023.40876 Ha
HOMO level: -10.73 eV
Molecular weight: 562.63 g mol⁻¹
HOMO-LUMO gap: 0.2950 Ha
Net charge: +1

3.
The following is a DFT calculation (wB97M-V/def2-TZVPD) of one molecule with the formula C23H34N4O3S.

Positions of all 65 atoms, in Å:
C1 -0.01942 0.42003 -5.59715
H1 -0.14807 1.45355 -5.90629
H2 -0.26460 -0.22282 -6.43908
H3 -0.71347 0.21965 -4.78550
C2 1.41053 0.15163 -5.13717
N1 1.73920 0.91091 -3.94378
C3 2.70655 0.25116 -3.08727
H4 3.26631 1.01223 -2.54115
C4 1.98985 -0.65603 -2.07378
N2 1.13548 0.11040 -1.19838
C5 1.58968 0.79193 -0.12733
N3 2.92287 0.80878 0.11429
C6 3.49030 1.27763 1.35598
C7 3.87605 0.13572 2.30699
C8 2.65372 -0.69659 2.68323
H5 2.93154 -1.47694 3.38874
H6 2.21523 -1.17080 1.80762
H7 1.89730 -0.06391 3.14267
C9 4.53560 0.71973 3.55342
H8 3.83538 1.36395 4.07990
H9 5.41233 1.30725 3.28880
H10 4.84531 -0.07557 4.22724
H11 4.60107 -0.51200 1.79636
H12 4.37756 1.87596 1.11988
H13 2.74676 1.92186 1.83007
H14 3.48516 0.11966 -0.36231
S1 0.53556 1.66870 0.81816
C10 -0.28949 0.10172 -1.43605
C11 -1.06295 -0.51235 -0.29330
C12 -2.32329 -0.11447 0.00073
C13 -3.06158 -0.66880 1.08481
C14 -4.36459 -0.27948 1.40476
C15 -5.02202 -0.82549 2.48729
C16 -4.36526 -1.76810 3.30157
C17 -3.08414 -2.18208 2.98272
C18 -2.43064 -1.64782 1.87737
N4 -1.16956 -2.04872 1.53272
C19 -0.42927 -1.58117 0.47240
O1 0.66643 -2.07710 0.24658
H15 -0.71670 -2.75606 2.09973
H16 -2.60576 -2.91502 3.61295
O2 -4.95506 -2.29900 4.41534
C20 -6.10380 -1.59517 4.83688
C21 -6.99308 -1.27664 3.63718
H17 -7.89526 -0.74442 3.94167
O3 -6.31219 -0.42934 2.73988
H18 -7.26943 -2.21368 3.13335
H19 -6.61525 -2.23964 5.55311
H20 -5.80793 -0.65797 5.32747
H21 -4.87501 0.45748 0.80622
H22 -2.78546 0.67401 -0.57601
H23 -0.47250 -0.46160 -2.35354
H24 -0.64284 1.12775 -1.58522
H25 1.36480 -1.37538 -2.60295
H26 2.71288 -1.23970 -1.49410
H27 3.42885 -0.35079 -3.66340
C22 2.05062 2.30769 -4.19770
C23 1.61593 3.18860 -3.03115
H28 1.84426 4.22988 -3.24489
H29 2.11942 2.90787 -2.10994
H30 0.54598 3.08951 -2.87259
H31 1.50918 2.62207 -5.09117
H32 3.12683 2.45182 -4.39733
H33 1.50139 -0.91065 -4.89741
H34 2.11273 0.36618 -5.96215

Summary:
Lowest unoccupied orbital energy: 0.576 eV
Energy: -1739.77637 Ha
HOMO level: -7.28 eV
Molecular weight: 446.62 g mol⁻¹
HOMO-LUMO gap: 0.2888 Ha
Structure (SMILES): CCN(CC)CCN(Cc1cc2cc3c(cc2[nH]c1=O)OCCO3)C(=S)NCC(C)C
Net charge: 0

4.
The following is a DFT calculation (wB97M-V/def2-TZVPD) of a 2-piece molecular cluster, C4H8O2 overall in a non-equilibrium geometry.

Positions of all 14 atoms, in Å:
O1 1.15469 1.27595 -1.95545
C1 -0.59644 0.35981 -0.60235
C2 -0.15524 -1.05653 -0.42065
C3 0.01615 -1.27193 1.09687
O2 0.24997 0.03200 1.61757
C4 -0.47019 0.91675 0.76371
H1 1.29125 2.13762 -1.52719
H2 0.11082 1.14296 -1.91456
H3 0.81068 -1.07224 -0.93699
H4 -0.79661 -1.77674 -0.93020
H5 0.86529 -1.90436 1.37226
H6 -0.90300 -1.70460 1.52847
H7 -1.53744 0.99948 1.07967
H8 -0.03995 1.92183 0.82884

Summary:
Lowest unoccupied orbital energy: -0.056 eV
Energy: -307.54810 Ha
HOMO level: -9.22 eV
Molecular weight: 88.11 g mol⁻¹
HOMO-LUMO gap: 0.3368 Ha
Net charge: 0